No. 1
Here is C28H22I2NOSbV as an isolated structure from the Open Molecules 2025 dataset. Energies are from wB97M-V/def2-TZVPD.

Results
Frontier orbital gap (spin up / spin down) in eV: 7.075 / 7.397
Multiplicity: 4
HOMO level (spin up / spin down) in eV: -7.3 / -7.7
Energy above the lowest of the compared OMol25 structures with the same formula, charge and spin in eV: 0.1141

Positions of all 56 atoms, in Å:
V 0.69 -2.05 1.05
I 0.57 -7.19 0.58
C -0.30 -5.79 -0.65
C -1.04 -6.21 -1.78
C -1.63 -5.33 -2.63
I -2.69 -6.06 -4.27
C -1.52 -3.93 -2.40
C -2.08 -2.92 -3.21
C -1.89 -1.61 -2.88
C -1.15 -1.29 -1.73
N -0.62 -2.19 -0.94
C -0.79 -3.51 -1.27
C -0.16 -4.44 -0.37
O 0.51 -3.97 0.63
H -1.12 -7.27 -1.95
H -2.64 -3.20 -4.09
H -2.30 -0.81 -3.48
H -1.01 -0.25 -1.48
C 1.87 -1.87 2.81
H 1.84 -0.93 3.38
H 2.93 -2.06 2.59
H 1.54 -2.66 3.50
C 2.92 3.34 4.01
C 1.53 3.44 3.96
C 0.81 2.71 3.03
C 1.46 1.87 2.13
C 2.85 1.75 2.20
C 3.57 2.49 3.13
Sb 0.43 0.66 0.74
C 1.11 1.48 -1.11
C 0.28 2.17 -1.98
C 0.77 2.62 -3.20
C 2.09 2.38 -3.56
C 2.92 1.69 -2.69
C 2.43 1.23 -1.48
C -1.51 1.50 0.84
C -1.75 2.86 0.66
C -3.04 3.37 0.73
C -4.11 2.51 0.99
C -3.88 1.16 1.17
C -2.59 0.65 1.09
H 3.48 3.90 4.74
H 1.02 4.09 4.65
H -0.27 2.80 3.01
H 3.38 1.07 1.55
H 4.65 2.39 3.17
H -0.76 2.36 -1.73
H 0.11 3.15 -3.88
H 2.47 2.74 -4.51
H 3.95 1.50 -2.96
H 3.09 0.67 -0.82
H -0.93 3.54 0.46
H -3.21 4.42 0.59
H -5.11 2.91 1.04
H -4.71 0.49 1.37
H -2.43 -0.41 1.24



No. 2
Here is C28H22IN8Pt as an isolated structure from the Open Molecules 2025 dataset. Energies are from wB97M-V/def2-TZVPD.

Results
Frontier orbital gap (spin up / spin down) in eV: 5.372 / 6.080
Charge: +1
Multiplicity: 3
HOMO level (spin up / spin down) in eV: -8.1 / -10.6

Positions of all 60 atoms, in Å:
Pt 0.11 -0.05 -0.85
C -0.13 3.73 -2.69
C -0.34 4.66 -1.65
C -0.42 4.22 -0.37
C -0.29 2.83 -0.03
N -0.06 1.97 -1.07
C 0.01 2.42 -2.35
N -0.42 2.52 1.25
C -0.40 1.29 1.76
N -0.42 0.09 1.07
C -0.26 -0.97 1.96
N -0.11 -2.26 1.67
C 0.08 -2.78 0.46
C 0.13 -4.20 0.37
C 0.31 -4.84 -0.82
C 0.46 -4.08 -2.00
C 0.43 -2.73 -1.89
N 0.25 -2.07 -0.70
C -0.29 -0.42 3.28
C -0.22 -1.03 4.54
C -0.24 -0.21 5.64
C -0.33 1.19 5.52
C -0.40 1.80 4.29
C -0.37 0.97 3.15
H -0.08 4.03 -3.73
H -0.45 5.71 -1.87
H -0.58 4.89 0.46
H 0.16 1.67 -3.11
H 0.01 -4.74 1.29
H 0.33 -5.92 -0.86
H 0.60 -4.54 -2.97
H 0.54 -2.10 -2.77
H -0.15 -2.11 4.62
H -0.19 -0.65 6.63
H -0.34 1.80 6.42
H -0.47 2.87 4.18
I -4.84 -3.46 -0.38
C -4.06 -1.57 -0.73
C -4.86 -0.44 -0.71
C -4.27 0.79 -0.95
C -2.91 0.85 -1.18
N -2.14 -0.25 -1.19
C -2.71 -1.44 -0.97
H -5.92 -0.51 -0.51
H -4.85 1.70 -0.95
H -2.42 1.79 -1.37
H -2.06 -2.31 -0.99
N 2.80 0.21 0.76
C 3.07 0.16 -0.56
C 4.40 0.26 -1.02
C 4.66 0.22 -2.35
C 3.61 0.07 -3.27
C 2.35 -0.02 -2.78
N 2.06 0.03 -1.45
H 3.55 0.28 1.42
H 1.86 0.10 1.12
H 5.19 0.37 -0.29
H 5.69 0.29 -2.70
H 3.78 0.02 -4.34
H 1.50 -0.15 -3.44



No. 3
Here is C28H22N9ReS2 as an isolated structure from the Open Molecules 2025 dataset. Energies are from wB97M-V/def2-TZVPD.

Results
Frontier orbital gap (spin up / spin down) in eV: 6.263 / 5.459
Charge: +2
Multiplicity: 3
HOMO level (spin up / spin down) in eV: -12.8 / -13.0

Positions of all 62 atoms, in Å:
Re -0.14 0.68 0.26
N -2.29 -2.37 2.72
C -1.85 -1.70 1.67
N -0.74 -1.00 1.66
C 0.03 -0.94 2.83
N 1.16 -0.33 2.83
N 1.42 0.13 1.54
C 2.59 -0.11 1.06
C 2.70 -0.09 -0.39
C 3.90 -0.20 -1.06
C 3.88 -0.28 -2.45
C 2.66 -0.24 -3.10
C 1.50 -0.12 -2.36
N 1.50 -0.06 -1.03
C -0.46 -1.59 4.04
C 0.22 -1.52 5.26
C -0.28 -2.17 6.36
C -1.46 -2.92 6.26
C -2.14 -3.01 5.06
C -1.63 -2.34 3.96
H -3.16 -2.89 2.64
H -2.46 -1.73 0.78
H 3.39 -0.46 1.71
H 4.83 -0.23 -0.51
H 4.81 -0.36 -3.01
H 2.60 -0.31 -4.18
H 0.53 -0.08 -2.84
H 1.13 -0.94 5.32
H 0.24 -2.12 7.30
H -1.84 -3.44 7.13
H -3.06 -3.58 4.99
S 0.50 2.80 -0.57
C -0.78 3.00 -1.71
N -0.75 4.12 -2.43
N -1.72 4.53 -3.16
C -3.13 4.29 -3.14
C -3.83 4.06 -1.96
C -5.21 3.98 -2.02
C -5.89 4.12 -3.23
C -5.18 4.37 -4.39
C -3.79 4.47 -4.35
N -1.67 2.01 -1.97
N -1.52 0.95 -1.28
C -2.45 -0.09 -1.60
C -3.76 0.22 -1.96
C -4.63 -0.82 -2.26
C -4.19 -2.14 -2.22
C -2.89 -2.43 -1.86
C -2.01 -1.41 -1.55
H -1.44 5.29 -3.76
H -3.32 3.98 -1.02
H -5.77 3.82 -1.10
H -6.96 4.05 -3.25
H -5.70 4.50 -5.33
H -3.24 4.68 -5.26
H -4.08 1.25 -2.01
H -5.65 -0.60 -2.54
H -4.88 -2.94 -2.46
H -2.54 -3.46 -1.84
H -0.98 -1.63 -1.29
S -2.34 2.30 2.42
C -1.39 1.57 1.48



For reference, largest force on an atom by record: 0.012; 0.033; 0.014 Eh/bohr.